# 1
13
Properties=species:S:1:pos:R:3 method="wB97M-V/def2-TZVPD" total_charge=0 de_lowest_kcal_mol=113.9 gap_ha=0.408 lumo_ev=0.83 homo_energy_ev=-10.3 total_energy_ha=-435.7390 smiles="O=CO[C@@H]1CC=NO1" fmax_ev_per_a=10.15
O -2.17 0.35 0.44
C -1.89 -0.52 -0.41
O -0.69 -1.09 -0.61
C 0.14 -0.76 0.40
C 0.36 0.75 0.17
C 1.84 0.69 -0.35
N 2.34 -0.52 -0.21
O 1.23 -1.33 0.55
H -2.74 -0.78 -1.10
H -0.69 -0.76 1.32
H 0.25 1.45 0.94
H -0.42 1.14 -0.44
H 2.43 1.38 -0.69

***

# 2
93
Properties=species:S:1:pos:R:3 method="wB97M-V/def2-TZVPD" total_charge=0 de_lowest_kcal_mol=2.1 gap_ha=0.288 lumo_ev=0.15 homo_energy_ev=-7.7 total_energy_ha=-2301.9320 fmax_ev_per_a=0.18
Li -0.10 0.72 2.52
O -3.95 5.20 6.20
C -4.04 4.99 4.81
C -2.89 4.13 4.35
C -2.11 3.42 5.25
C -1.11 2.60 4.74
N -0.84 2.48 3.45
C -1.58 3.18 2.59
C -2.61 4.01 3.00
C -1.23 3.00 1.15
C -1.66 3.88 0.16
C -1.31 3.66 -1.16
C -1.74 4.60 -2.25
O -2.95 5.28 -1.97
C -0.52 2.55 -1.44
C -0.13 1.73 -0.40
N -0.47 1.94 0.86
H -4.78 5.59 6.51
H -4.01 5.94 4.26
H -4.97 4.48 4.54
H -2.29 3.48 6.31
H -0.50 2.01 5.41
H -3.21 4.54 2.28
H -2.26 4.75 0.41
H -1.80 4.06 -3.20
H -0.99 5.38 -2.37
H -3.66 4.63 -1.93
H -0.22 2.32 -2.46
H 0.47 0.84 -0.58
C 3.76 -2.63 2.87
N 2.64 -1.72 2.65
C 1.33 -2.26 2.27
C 2.73 -0.40 2.87
C 4.06 0.16 3.31
O 1.77 0.35 2.69
H 3.55 -3.57 2.37
H 3.91 -2.84 3.94
H 4.68 -2.23 2.46
H 1.41 -3.34 2.19
H 1.00 -1.85 1.32
H 0.57 -2.00 3.01
H 4.80 0.08 2.50
H 4.46 -0.37 4.18
H 3.92 1.21 3.54
N 4.35 -1.52 -5.16
C 4.58 -1.75 -3.84
O 5.17 -2.73 -3.44
C 4.06 -0.71 -2.89
C 3.86 0.62 -3.25
C 3.36 1.49 -2.29
N 3.03 1.12 -1.06
C 3.22 -0.16 -0.73
C 3.75 -1.10 -1.60
H 4.59 -2.25 -5.80
H 3.65 -0.85 -5.45
H 4.11 0.99 -4.23
H 3.21 2.54 -2.53
H 2.92 -0.44 0.27
H 3.91 -2.12 -1.29
O -3.54 -1.64 3.22
C -2.48 -1.10 3.02
N -1.44 -0.58 2.83
C -0.69 -4.38 -2.65
C -0.11 -3.64 -1.44
C 1.42 -3.74 -1.46
P -0.64 -1.88 -1.11
C -2.28 -2.09 -0.26
C -3.22 -3.22 -0.68
C -3.01 -0.74 -0.23
C -1.01 -1.05 -2.74
C 0.30 -0.84 -3.50
C -2.11 -1.56 -3.67
H -0.39 -5.43 -2.62
H -0.30 -3.97 -3.58
H -1.77 -4.34 -2.69
H -0.46 -4.15 -0.53
H 1.83 -3.22 -2.33
H 1.74 -4.78 -1.52
H 1.85 -3.29 -0.57
H -1.97 -2.28 0.77
H -3.60 -3.09 -1.69
H -4.07 -3.23 0.00
H -2.74 -4.19 -0.62
H -3.41 -0.48 -1.21
H -2.35 0.06 0.11
H -3.85 -0.80 0.47
H -1.33 -0.06 -2.38
H 0.68 -1.79 -3.89
H 1.07 -0.41 -2.85
H 0.15 -0.17 -4.35
H -1.86 -2.51 -4.12
H -2.26 -0.84 -4.48
H -3.06 -1.67 -3.15

***

# 3
107
Properties=species:S:1:pos:R:3 method="wB97M-V/def2-TZVPD" total_charge=+1 de_lowest_kcal_mol=15.6 gap_ha=0.284 lumo_ev=-3.14 homo_energy_ev=-10.9 total_energy_ha=-3166.0288 fmax_ev_per_a=2.66
Zr -0.82 -1.01 -1.18
C 0.32 -0.57 -4.84
C 0.46 -1.47 -3.65
C -0.45 -2.52 -3.42
C -0.13 -3.57 -2.55
C -0.98 -4.80 -2.49
C 1.03 -3.48 -1.79
C 1.86 -2.36 -1.86
C 3.09 -2.26 -1.02
C 1.56 -1.36 -2.79
H 1.27 -0.58 -5.39
H 0.13 0.47 -4.57
H -0.46 -0.92 -5.50
H -1.30 -2.63 -4.09
H -0.52 -5.58 -3.10
H -1.98 -4.61 -2.89
H -1.07 -5.17 -1.47
H 1.30 -4.31 -1.15
H 3.98 -2.23 -1.65
H 3.19 -3.10 -0.34
H 3.08 -1.33 -0.43
H 2.24 -0.53 -2.92
C 7.23 1.30 2.44
C 6.24 0.37 3.09
C 6.41 -1.01 3.02
C 5.51 -1.88 3.64
C 4.44 -1.35 4.33
C 4.25 0.02 4.42
C 5.15 0.87 3.80
S 3.24 -2.43 5.04
O 3.75 -3.77 4.96
O 2.77 -1.86 6.27
N 1.95 -2.37 4.02
C 2.17 -2.84 2.65
C 0.87 -2.70 1.86
C 0.58 -1.25 1.56
O 0.50 -0.41 2.42
O 0.50 -0.92 0.24
H 7.75 0.81 1.62
H 7.98 1.62 3.17
H 6.73 2.19 2.06
H 7.26 -1.42 2.49
H 5.65 -2.95 3.60
H 3.42 0.42 4.99
H 5.01 1.94 3.87
H 1.51 -1.46 4.05
H 2.46 -3.89 2.69
H 2.98 -2.28 2.16
H 0.06 -3.07 2.48
H 0.91 -3.28 0.94
C -1.69 2.09 3.15
C -2.20 0.89 2.43
C -2.55 -0.28 3.24
C -2.73 -1.50 2.72
C -2.90 -2.73 3.56
C -2.64 -1.62 1.26
C -2.16 -2.72 0.64
O -1.74 -2.73 -0.63
C -3.00 -0.33 0.53
C -3.83 -1.11 -1.70
C -2.32 0.84 1.09
H -0.87 1.81 3.81
H -2.48 2.52 3.76
H -1.34 2.86 2.46
H -2.57 -0.15 4.32
H -3.30 -2.46 4.54
H -1.95 -3.23 3.74
H -3.58 -3.44 3.10
H -2.03 -3.65 1.18
H -3.92 -2.13 -1.35
H -3.48 -1.06 -2.73
H -4.77 -0.59 -1.60
H -2.08 1.68 0.44
C -4.25 3.03 -1.76
C -3.65 2.64 -3.10
C -3.14 3.85 -3.86
C -4.64 1.85 -3.94
O -2.56 1.68 -2.82
P -1.03 2.03 -2.67
O -0.36 2.44 -3.91
O -0.47 0.68 -2.05
O -0.98 3.05 -1.48
C 0.19 3.92 -1.18
C 1.48 3.11 -1.31
C 0.16 5.09 -2.14
C -0.03 4.35 0.26
H -5.07 3.73 -1.91
H -3.50 3.49 -1.12
H -4.65 2.15 -1.24
H -4.00 4.47 -4.13
H -2.62 3.55 -4.77
H -2.47 4.45 -3.25
H -5.45 2.51 -4.26
H -5.07 1.02 -3.38
H -4.15 1.46 -4.84
H 1.69 2.87 -2.35
H 1.41 2.19 -0.73
H 2.30 3.70 -0.91
H 0.22 4.75 -3.17
H 1.02 5.74 -1.94
H -0.75 5.67 -2.00
H 0.08 3.50 0.93
H -1.02 4.79 0.38
H 0.71 5.10 0.53
O -4.95 0.39 1.57
N -4.58 -0.32 0.70
O -2.81 -0.40 -0.91

***

# 4
117
Properties=species:S:1:pos:R:3 method="wB97M-V/def2-TZVPD" total_charge=0 gap_ha=0.277 lumo_ev=-1.94 homo_energy_ev=-9.5 total_energy_ha=-4057.3197 smiles="CC(=O)N(C)CCCCC1=C(P(O)Cl)C(=O)c2cc(P(=O)(O)O)cc(C[SH](=O)=O)c2C1=O.CCO.CCO.CCO.CCO.CCO.CCO.CCO" fmax_ev_per_a=2.60
C 9.39 1.92 2.00
C 9.19 3.48 1.95
O 9.63 4.06 0.98
N 8.49 4.25 2.98
C 8.48 3.42 4.22
C 7.08 4.40 2.50
C 6.13 5.12 3.54
C 4.77 4.32 3.61
C 4.23 4.14 5.11
C 2.76 3.64 4.94
C 1.67 4.38 5.32
P 1.78 6.08 6.10
O 2.82 5.97 7.44
Cl 2.69 7.26 4.59
C 0.26 3.77 5.04
O -0.69 3.96 5.75
C 0.18 2.91 3.73
C -1.01 2.87 2.89
C -0.94 2.07 1.68
P -2.42 2.06 0.57
O -3.39 0.98 0.85
O -3.09 3.59 0.70
O -1.81 1.99 -0.99
C 0.21 1.30 1.25
C 1.39 1.33 2.09
C 2.74 0.61 1.77
S 2.88 0.09 0.03
O 1.91 -0.92 -0.36
O 2.86 1.30 -0.81
C 1.36 2.13 3.31
C 2.57 2.23 4.29
O 3.30 1.30 4.55
H 9.89 1.53 1.08
H 10.02 1.59 2.87
H 8.36 1.47 2.06
H 8.18 4.03 5.11
H 7.75 2.57 4.10
H 9.51 3.04 4.44
H 7.15 5.03 1.57
H 6.73 3.38 2.19
H 5.88 6.12 3.08
H 6.60 5.33 4.53
H 4.80 3.32 3.10
H 3.98 4.92 3.07
H 4.29 5.09 5.68
H 4.89 3.33 5.55
H 2.87 5.05 7.74
H -1.93 3.46 3.13
H -2.32 4.20 0.63
H -1.07 2.64 -0.97
H 0.24 0.72 0.30
H 2.92 -0.20 2.52
H 3.55 1.37 1.94
H 4.18 -0.40 -0.10
C -3.00 -1.95 -1.68
C -4.50 -1.76 -1.83
O -5.07 -1.47 -0.56
H -2.78 -2.76 -0.99
H -2.54 -2.18 -2.65
H -2.53 -1.05 -1.28
H -4.96 -2.66 -2.21
H -4.72 -0.93 -2.52
H -4.66 -0.66 -0.24
C 1.84 -4.56 -1.99
C 0.34 -4.34 -2.07
O -0.18 -4.03 -0.78
H 2.06 -5.38 -1.30
H 2.25 -4.80 -2.97
H 2.34 -3.67 -1.61
H -0.16 -5.24 -2.43
H 0.10 -3.51 -2.75
H 0.26 -3.23 -0.48
C -2.90 -3.99 2.83
C -1.90 -2.85 2.89
O -0.62 -3.29 2.47
H -2.58 -4.81 3.46
H -3.89 -3.66 3.16
H -2.98 -4.37 1.81
H -1.81 -2.48 3.91
H -2.22 -2.02 2.25
H -0.70 -3.61 1.56
C -2.50 -1.87 -6.05
C -1.66 -2.97 -5.43
O -0.31 -2.88 -5.88
H -2.47 -1.93 -7.14
H -3.53 -1.93 -5.71
H -2.10 -0.88 -5.78
H -2.05 -3.95 -5.72
H -1.67 -2.90 -4.34
H 0.03 -2.02 -5.61
C -7.40 -5.33 -1.99
C -7.20 -5.97 -3.36
O -6.05 -5.42 -4.00
H -7.51 -4.25 -2.09
H -8.28 -5.74 -1.50
H -6.52 -5.51 -1.36
H -8.06 -5.77 -4.00
H -7.08 -7.05 -3.27
H -5.29 -5.61 -3.43
C 1.72 5.27 -1.46
C 2.67 5.03 -0.30
O 2.18 3.98 0.53
H 0.72 5.53 -1.09
H 2.08 6.08 -2.10
H 1.61 4.37 -2.06
H 2.76 5.92 0.32
H 3.66 4.75 -0.67
H 2.11 3.18 -0.02
C -10.07 -5.24 -8.02
C -9.13 -5.48 -6.85
O -9.62 -6.54 -6.03
H -11.07 -4.98 -7.66
H -9.70 -4.43 -8.65
H -10.17 -6.14 -8.63
H -9.05 -4.59 -6.23
H -8.13 -5.75 -7.20
H -9.68 -7.33 -6.57

***

# 5
28
Properties=species:S:1:pos:R:3 method="wB97M-V/def2-TZVPD" total_charge=+2 s2=6.019 gap_ha="0.264 / 0.210" lumo_ev="-7.98 / -11.77" homo_energy_ev="-15.2 / -17.5" total_energy_ha=-1185.8597 fmax_ev_per_a=8.66 spin_multiplicity=5
Cl 2.89 3.33 1.24
C 0.14 0.33 -2.28
C 0.27 -1.11 -2.30
C 1.41 -1.46 -1.49
H -0.34 -1.79 -2.88
C 1.99 -0.25 -0.97
C 1.19 0.85 -1.44
H 1.40 1.88 -1.17
H -0.58 0.91 -2.85
H 1.82 -2.46 -1.32
C 3.18 -0.13 -0.09
Ru -0.19 -0.44 -0.29
C -1.53 -1.71 -0.10
C -1.47 0.89 -0.03
O -2.38 -2.49 0.07
O -2.25 1.71 0.22
H 3.26 -1.00 0.58
H 3.11 0.80 0.49
H 4.11 -0.09 -0.68
C -2.45 -0.34 4.73
C -0.96 0.02 4.50
C -0.56 -0.10 3.11
N -0.18 -0.36 2.05
H -3.11 0.37 4.20
H -2.70 -0.28 5.79
H -2.68 -1.36 4.39
H -0.78 1.05 4.83
H -0.32 -0.65 5.10

***

# 6
12
Properties=species:S:1:pos:R:3 method="wB97M-V/def2-TZVPD" total_charge=-1 de_lowest_kcal_mol=30.1 s2=2.054 gap_ha="0.168 / 0.282" lumo_ev="3.05 / 2.72" homo_energy_ev="-1.5 / -5.0" total_energy_ha=-564.5054 fmax_ev_per_a=2.40 spin_multiplicity=3
C 0.64 0.10 -1.46
C 0.06 0.47 -0.25
O -1.33 0.44 -0.08
C -1.79 0.28 1.21
O -3.01 0.34 1.34
O -0.94 -0.06 2.09
O 1.99 0.25 -1.55
Ag 0.93 -0.80 2.33
H 0.25 -0.80 -1.94
H 0.50 1.37 0.19
H 2.36 -0.40 -2.15
H 0.32 -1.20 0.28

***

# 7
19
Properties=species:S:1:pos:R:3 method="wB97M-V/def2-TZVPD" total_charge=+1 de_lowest_kcal_mol=56.2 s2=0.785 gap_ha="0.400 / 0.198" lumo_ev="-4.32 / -9.79" homo_energy_ev="-15.2 / -15.2" total_energy_ha=-439.1030 fmax_ev_per_a=3.81 spin_multiplicity=2
O 0.10 1.02 1.36
C 0.10 0.29 0.32
N -0.27 0.76 -0.84
C -0.51 -0.11 -2.01
O -1.41 -1.15 -1.73
C 0.61 -1.10 0.50
C 1.91 -1.23 1.31
H -0.48 1.74 -0.89
H -0.72 0.48 -2.91
H 0.40 -0.60 -2.25
H -2.33 -0.92 -1.63
H -0.22 -1.75 0.81
H 0.70 -1.67 -0.44
H 1.73 -1.01 2.36
H 2.41 -2.18 1.15
H 2.51 -0.38 1.04
H -1.58 1.92 1.68
H -1.11 3.16 0.87
O -1.86 2.75 1.31

***

# 8
13
Properties=species:S:1:pos:R:3 method="wB97M-V/def2-TZVPD" total_charge=0 de_lowest_kcal_mol=54.6 gap_ha=0.344 lumo_ev=0.77 homo_energy_ev=-8.6 total_energy_ha=-228.5616 fmax_ev_per_a=3.49
H -2.39 0.56 0.04
N -2.32 -0.42 0.01
C -1.07 -0.79 0.05
N 0.05 -0.08 -0.01
C 1.30 -0.94 0.05
C 0.11 1.42 0.03
H -0.80 -1.89 -0.12
H 2.17 -0.22 -0.21
H 1.32 -1.65 -0.84
H 1.36 -1.46 1.09
H -0.66 1.70 -0.75
H 1.07 1.74 -0.34
H -0.14 2.01 0.99